{"formula": "C9H10F9IrNO8S2Se2", "method": "wB97M-V/def2-TZVPD", "elements": ["Ir", "O", "C", "C", "C", "O", "C", "Se", "C", "Se", "H", "H", "H", "H", "H", "H", "H", "H", "H", "H", "F", "C", "F", "F", "S", "O", "O", "N", "S", "O", "O", "C", "F", "F", "F", "F", "C", "F", "F", "C", "O", "O"], "positions_angstrom": [[-0.4652, -0.4925, 0.3232], [-0.7092, -1.9027, -4.4711], [0.3093, -1.2082, -3.7576], [-0.0224, 0.2702, -3.5251], [0.0128, 0.9573, -4.9043], [-0.3401, 2.3346, -4.8836], [-1.4303, 0.4700, -2.9591], [-2.0290, -0.7421, -1.5599], [1.0455, 0.9254, -2.6566], [1.4660, 0.2379, -0.8645], [-1.3867, -2.1587, -3.8338], [1.2142, -1.2739, -4.3671], [0.5190, -1.6953, -2.8032], [-0.6328, 0.3983, -5.5896], [1.0319, 0.9218, -5.2934], [-1.2631, 2.4064, -4.6206], [-2.1606, 0.3469, -3.7623], [-1.5328, 1.4774, -2.5531], [0.8320, 1.9884, -2.5562], [2.0101, 0.8333, -3.1614], [0.3831, 1.3892, 5.5900], [-0.1807, 0.3113, 5.0483], [-1.4735, 0.5679, 4.8358], [-0.0859, -0.6991, 5.9102], [0.5985, -0.0991, 3.4307], [0.4822, 1.0990, 2.6391], [-0.1378, -1.2450, 2.9366], [2.0395, -0.4143, 3.9680], [3.2309, -0.6587, 2.9598], [2.7983, -1.1210, 1.6706], [4.3037, -1.3296, 3.6249], [3.9114, 1.0520, 2.6564], [3.3644, 1.6075, 1.5790], [3.6947, 1.8540, 3.7014], [5.2333, 0.9792, 2.4601], [-4.9409, -1.8272, 1.7231], [-4.0383, -1.1346, 2.4382], [-4.6104, 0.0160, 2.8025], [-3.7777, -1.8341, 3.5506], [-2.7465, -0.9201, 1.6249], [-2.2767, 0.2373, 1.5581], [-2.2400, -1.9253, 1.0913]], "mulliken_charge": [0.7243, -0.5699, -1.2781, 2.4816, -1.3713, -0.5445, -1.7169, -0.1956, -1.3527, -0.1277, 0.3625, 0.5063, 0.4331, 0.4762, 0.4505, 0.3527, 0.5299, 0.5250, 0.5246, 0.4111, -0.2269, 0.4863, -0.1920, -0.2346, 1.4932, -0.6737, -0.6436, -0.6479, 1.0365, -0.5703, -0.6816, 0.6808, -0.2077, -0.2552, -0.2461, -0.2656, 0.6648, -0.2606, -0.2450, 0.7670, -0.6742, -0.7249], "charge": -1, "multiplicity": 5, "relative_energy_ev": 0.568}

=====

{"formula": "C9H10FN4O", "method": "wB97M-V/def2-TZVPD", "elements": ["C", "C", "C", "C", "C", "C", "C", "C", "C", "N", "N", "N", "N", "O", "F", "H", "H", "H", "H", "H", "H", "H", "H", "H", "H"], "positions_angstrom": [[-1.5480, 1.2190, -3.9697], [-0.8321, 1.3251, -3.0027], [0.5935, -1.2212, 2.1530], [0.0721, -2.4197, 2.8285], [0.2573, -0.2099, -1.4877], [-2.6396, 1.4242, -4.8703], [0.0034, 1.2984, -1.7924], [0.4206, -1.1571, 0.7398], [1.4792, -0.2388, 4.0998], [0.7831, -0.2100, -0.0889], [-3.3299, 0.6929, -5.6444], [1.2369, -0.3061, 2.9388], [2.2191, 0.2661, 5.0822], [0.0501, -2.5987, 4.0705], [1.2955, 1.7977, -1.9618], [-0.7243, -0.7858, -1.6907], [1.0764, -0.4109, -2.1483], [-2.8904, 2.5352, -4.9560], [-0.4130, 1.7289, -0.9302], [-0.3101, -1.9398, 0.4164], [0.3200, -1.8580, 4.6923], [1.2983, 0.5048, 0.3381], [-3.2115, -0.2894, -5.5487], [1.9861, -0.0918, 6.0034], [2.8073, 0.9449, 4.7292]], "mulliken_charge": [0.8100, -0.7603, 0.6115, -0.3937, -0.7423, -0.1473, 0.1491, -0.0085, 0.3198, -0.0875, -0.5527, -0.3041, -0.3179, -0.1337, -0.2847, 0.4434, 0.2872, 0.2761, 0.3927, 0.3316, 0.1057, 0.2477, 0.2325, 0.2927, 0.2328], "charge": 1, "relative_energy_ev": 2.849}

=====

{"formula": "C9H10N2O2", "method": "wB97M-V/def2-TZVPD", "elements": ["C", "O", "C", "C", "N", "C", "C", "C", "C", "N", "C", "C", "O", "H", "H", "H", "H", "H", "H", "H", "H", "H", "H"], "positions_angstrom": [[-0.3552, 0.5910, 3.2247], [-1.0491, 0.2550, 2.0268], [-0.2469, -0.3152, 1.0425], [-0.6702, -1.6325, 0.5703], [-1.3818, -2.3460, 1.4179], [-0.6502, -1.9543, -0.8425], [0.1007, -1.0481, -1.4837], [1.1404, -0.3620, -0.8714], [0.5730, 0.4124, 0.1940], [0.4675, 1.5645, -0.5947], [1.0103, 0.7888, -1.8261], [1.6646, 1.6730, -2.8658], [-0.0273, -0.0924, -2.4935], [-1.0611, 1.0940, 3.8076], [0.3685, 1.2888, 2.8343], [0.0500, -0.2242, 3.7313], [-1.8487, -3.1108, 1.1918], [-1.5132, -1.8235, 2.2611], [-1.5108, -2.5355, -1.2511], [-0.3257, 2.2264, -0.7342], [0.8088, 2.1312, -3.4192], [2.2039, 0.9593, -3.5888], [2.2527, 2.4601, -2.3315]], "mulliken_charge": [-0.8374, -0.4692, 0.0886, 0.2644, -0.3334, -1.2329, 0.7227, 0.2407, 0.3250, -0.4179, 0.6051, -1.2247, -0.4854, 0.2693, 0.3790, 0.2944, 0.1339, 0.2157, 0.2752, 0.2823, 0.3033, 0.2721, 0.3292], "smiles": "COc1c(N)cc2c3c1N[C@]3(C)O2", "relative_energy_ev": 7.457}

=====

{"formula": "C9H10N2OS2", "method": "wB97M-V/def2-TZVPD", "elements": ["O", "N", "S", "C", "C", "C", "C", "C", "C", "C", "N", "S", "C", "C", "H", "H", "H", "H", "H", "H", "H", "H", "H", "H"], "positions_angstrom": [[-1.1985, 1.6804, 2.2714], [0.1281, -1.2179, 0.4903], [-1.4805, 0.5180, -0.5174], [-0.2194, -0.0353, 0.6696], [-1.0773, -3.7547, -1.9392], [-1.7881, -2.8862, -2.7838], [-0.3282, -3.2573, -0.8695], [-1.9244, -1.5190, -2.4861], [-0.4845, -1.8734, -0.5865], [-1.3987, -1.0428, -1.2906], [1.0042, 2.4775, 1.4453], [0.0826, 1.0434, 2.0974], [2.2047, 1.9503, 0.8189], [1.1250, 3.6085, 2.3116], [-1.1790, -4.8653, -1.9973], [-2.2939, -3.2370, -3.6536], [0.1809, -3.8229, -0.1187], [-2.5204, -0.7911, -3.1480], [1.9691, 1.1217, 0.1968], [2.9039, 1.6117, 1.4630], [2.5688, 2.5707, 0.0279], [1.4299, 4.4126, 1.6692], [1.9726, 3.4616, 2.9710], [0.3232, 3.8467, 2.9584]], "mulliken_charge": [-0.5649, -0.5369, -0.2037, 0.5343, -0.4262, -0.3944, -0.4816, -0.4247, -0.0022, 0.5663, -0.0687, 0.4227, -1.0797, -0.8914, 0.3059, 0.4002, 0.4378, 0.2729, 0.3259, 0.4458, 0.3888, 0.3294, 0.3342, 0.3102], "relative_energy_ev": 1.124}

=====

{"formula": "C9H10N2SSn", "method": "wB97M-V/def2-TZVPD", "elements": ["C", "C", "C", "C", "C", "Sn", "C", "C", "C", "N", "H", "H", "H", "H", "H", "H", "H", "H", "H", "H", "S", "C", "N"], "positions_angstrom": [[0.0480, -1.5636, -1.5563], [-1.2705, -1.6491, -1.0425], [-1.1909, -2.0967, 0.3158], [0.2114, -2.2932, 0.6286], [0.9573, -1.9761, -0.5461], [-0.3833, 0.2886, 1.1903], [-1.0138, 1.8053, -0.3632], [0.3932, 1.9028, -0.8841], [0.7799, 2.6779, -1.9570], [1.2218, 1.0857, -0.1177], [-2.0266, -2.3655, 0.9603], [-2.1885, -1.4781, -1.6045], [0.5999, -2.7264, 1.5492], [2.0332, -2.0922, -0.6696], [0.3186, -1.2817, -2.5732], [-1.7424, 1.3789, -1.0548], [2.2168, 1.0414, -0.3301], [-1.3713, 2.6902, 0.1682], [0.0089, 3.2003, -2.5103], [1.8251, 2.7495, -2.2365], [0.8967, 1.0848, 3.1872], [0.0987, 0.1376, 4.3104], [-0.4222, -0.5202, 5.1359]], "mulliken_charge": [-0.3215, -0.6387, -0.6538, -0.7674, -0.5114, 0.0409, -1.1658, 0.7499, -1.1557, -0.3912, 0.4136, 0.4251, 0.5294, 0.3708, 0.3733, 0.1815, 0.1191, 0.3462, 0.3089, 0.2572, -0.3489, 0.5444, -0.7057], "charge": -2, "relative_energy_ev": 0.000}

=====

{"formula": "C9H10N3", "method": "wB97M-V/def2-TZVPD", "elements": ["C", "C", "C", "C", "C", "C", "C", "C", "C", "N", "N", "N", "H", "H", "H", "H", "H", "H", "H", "H", "H", "H"], "positions_angstrom": [[-0.4865, 1.3932, -0.2488], [-1.7602, 1.8723, -0.2835], [-2.6474, -0.1263, 0.0252], [-0.2383, 0.0428, 0.0084], [-1.4170, -0.8426, 0.1027], [2.5940, 0.8179, 0.3037], [0.8033, -0.1245, 1.3233], [2.2603, 0.0159, -0.9732], [0.9871, -0.6469, -0.6907], [-2.8305, 1.1547, -0.0265], [1.8867, 0.5422, 1.3487], [-1.3572, -2.1661, 0.2121], [0.4061, 2.0071, -0.5099], [-2.0353, 2.9458, -0.4867], [-3.6157, -0.6249, 0.1839], [3.5035, 1.2853, 0.2918], [0.5265, -0.7480, 2.0310], [2.1318, 0.7495, -1.7691], [2.9209, -0.8119, -1.3257], [1.1323, -1.6605, -0.7678], [-2.2160, -2.7152, 0.4814], [-0.5481, -2.3597, 0.7698]], "mulliken_charge": [-0.3163, -0.5166, -0.4851, 1.5382, 0.2075, -0.3293, -0.2589, -0.6185, -0.7590, -0.4374, -0.3696, -0.3985, 0.3201, 0.3725, 0.3172, 0.4432, 0.5972, 0.3345, 0.3822, 0.3590, 0.3256, 0.2922], "charge": 1, "relative_energy_ev": 4.218}

=====

{"formula": "C9H10N3O2", "method": "wB97M-V/def2-TZVPD", "elements": ["C", "C", "C", "C", "C", "C", "C", "C", "C", "N", "N", "N", "O", "O", "H", "H", "H", "H", "H", "H", "H", "H", "H", "H"], "positions_angstrom": [[0.0984, -0.3546, 2.3357], [0.2335, -1.7809, 2.3798], [0.2553, -1.1575, 0.2530], [-0.3313, 1.9247, -0.6296], [-0.2109, 1.3029, 0.5939], [0.0224, 0.5139, -2.6494], [-0.2199, 1.6954, -2.0264], [0.4416, -2.7628, 3.4335], [-0.3448, 2.8746, -3.0607], [0.0642, 0.0621, 1.0922], [0.3055, -2.1783, 1.0783], [0.2658, -1.0070, -1.0517], [0.3287, -1.9985, -1.9150], [0.1952, -0.1911, -3.5137], [-0.1065, 0.3537, 3.0603], [-0.5826, 3.0507, -0.5032], [-0.4175, 1.9760, 1.3193], [-0.4401, -2.9580, 3.9269], [0.8327, -3.5475, 2.9324], [0.9467, -2.2105, 4.1659], [0.1150, 2.4562, -3.9436], [0.0742, 3.6447, -2.6217], [-1.4928, 3.0396, -3.2319], [-0.0329, -2.7478, -1.4244]], "mulliken_charge": [-0.2751, 0.4937, 0.2247, -0.3130, -0.1124, 0.8919, 0.4287, -1.3346, -1.5999, 0.1477, -0.5272, -0.2128, -0.3314, -0.2466, 0.4457, 0.2365, 0.3742, 0.3462, 0.4007, 0.3844, 0.3948, 0.5050, 0.3079, 0.3710], "charge": 1, "relative_energy_ev": 5.752}

=====

{"formula": "C9H10N4", "method": "wB97M-V/def2-TZVPD", "elements": ["C", "N", "C", "C", "C", "N", "C", "N", "C", "C", "C", "N", "C", "H", "H", "H", "H", "H", "H", "H", "H", "H", "H"], "positions_angstrom": [[1.6671, -0.1243, -1.8275], [1.3634, 0.0138, -0.3773], [0.0666, 0.0583, 0.0392], [-1.0768, 0.7406, -0.4176], [-1.2195, 1.7946, -1.5259], [-2.0556, 0.6496, 0.5238], [-1.6734, -0.0913, 1.5510], [-0.3179, -0.5101, 1.2746], [0.2244, -1.1272, 2.3730], [0.7713, -0.9964, 3.5239], [-0.5566, -1.8516, 3.4783], [-1.7963, -1.2693, 3.7327], [-2.2818, -0.5492, 2.7933], [0.9407, 0.4123, -2.5114], [2.6318, 0.0705, -1.9950], [1.4191, -1.2480, -2.0309], [1.9933, -0.1823, 0.3794], [-1.6859, 1.2764, -2.3775], [-1.9431, 2.5509, -1.0600], [-0.3283, 2.2036, -1.7342], [1.5401, -0.6696, 4.2211], [-0.7975, -2.9251, 3.7010], [-3.2101, -0.1417, 2.8437]], "mulliken_charge": [-0.8234, -0.2324, 0.2761, 0.4953, -1.4279, -0.7467, 0.4308, 0.1145, 0.2900, -0.3072, -0.4953, -0.6843, -0.3725, 0.2095, 0.3848, 0.2773, 0.2344, 0.2823, 0.3384, 0.5276, 0.3826, 0.3563, 0.4898], "smiles": "CNc1c(C)nc2n1C1=C[C@H]1N=C2", "relative_energy_ev": 5.893}

=====

{"formula": "C9H10NOP", "method": "wB97M-V/def2-TZVPD", "elements": ["C", "C", "C", "C", "C", "C", "C", "C", "C", "N", "O", "P", "H", "H", "H", "H", "H", "H", "H", "H", "H", "H"], "positions_angstrom": [[5.1337, -0.6488, 0.1434], [-0.9668, -1.3231, -0.5396], [-0.9279, 0.9481, 0.2877], [0.3535, -1.4846, -0.1204], [0.4765, 0.8436, 0.4951], [-1.6465, -0.0866, -0.2943], [1.0709, -0.4098, 0.3815], [-3.1192, -0.0491, -0.3350], [2.5085, -0.5467, 0.6650], [6.2377, -0.7816, 0.4512], [4.0025, 2.0589, -0.3567], [3.6884, -0.1110, -0.7464], [-1.6249, -1.9835, -0.9721], [-1.2926, 1.9662, 0.4310], [0.9972, -2.3126, -0.1707], [1.0020, 1.6531, 0.8208], [-3.4319, 0.0428, -1.4578], [-3.6157, -0.9378, -0.0909], [-3.4770, 0.7100, 0.1981], [2.9219, -1.6682, 0.7051], [3.0001, 0.0181, 1.4765], [4.7888, 2.3041, -0.9067]], "mulliken_charge": [0.3937, -0.8200, -0.7031, -0.6512, -0.5608, 0.9545, 0.6059, -1.5990, -0.8771, -0.3767, -0.6621, 0.3135, 0.5187, 0.2928, 0.3832, 0.5338, 0.2808, 0.4068, 0.4720, 0.3442, 0.4608, 0.2893], "relative_energy_ev": 2.801}